(1)
The following is a quantum chemistry calculation of a structure of composition C3H3O2Pd at a distorted geometry, from the OMol25 dataset.

- E_HOMO (alpha / beta) (eV) = -12.732 / -15.790
- total charge = +1
- electronic energy (hartree) = -393.89501
- spin multiplicity = 3
- orbital gap (alpha / beta) (eV) = 7.469 / 8.885

Last column: Löwdin spin population.
Cartesian coordinates (Å):
C 0.47384 1.46441 -0.11134  0.184
C 0.21127 0.07290 -0.04792  0.752
H 0.34865 2.08975 0.79129  0.023
H 1.12372 1.91454 -0.88356  0.040
H -0.59896 1.30590 -0.56074  0.007
O -0.90186 -1.36418 1.70867  0.094
C -0.75112 -2.12429 0.73071  0.150
Pd 0.43187 -1.04419 -1.27993  0.713
O -0.33742 -2.31485 -0.34717  0.037

=====

(2)
The following is a quantum chemistry calculation of a structure of composition C17H13Cl5FNO5SiW at a distorted geometry, from the OMol25 dataset.

- E_HOMO (eV) = -15.120
- total charge = +2
- electronic energy (hartree) = -3843.39390
- orbital gap (eV) = 5.572
- energy above the lowest of the compared OMol25 structures with the same formula, charge and spin (kcal/mol) = 38.2

Last column: natural (NBO) charge in e.
Cartesian coordinates (Å):
W 0.25890 1.16660 -0.57740  2.332
Cl 0.83260 -3.59220 -6.00450  0.169
C 0.44520 -2.38360 -4.87190  -0.049
C 0.91470 -2.49570 -3.54720  -0.066
Cl 1.87600 -3.81560 -3.06510  0.147
C 0.57490 -1.49090 -2.64900  -0.121
Cl 1.07450 -1.44500 -0.98820  0.238
C -0.23800 -0.40940 -3.00830  0.255
O -0.56380 0.46580 -2.02170  -0.628
C -0.68250 -0.29570 -4.32660  -0.089
Cl -1.61610 1.06390 -4.76590  0.120
C -0.33570 -1.28150 -5.26240  -0.068
Cl -0.88050 -1.15260 -6.86990  0.157
C -2.81480 1.38870 -0.47590  -1.094
Si -1.82730 3.02470 -0.08410  1.701
C -0.81840 3.46360 -1.70080  -1.155
C -2.85320 4.40760 0.67080  -1.101
N -0.41780 2.37580 0.76790  -0.926
C -0.35680 2.01620 2.13460  -0.007
C -0.26570 2.90110 3.20640  -0.171
C -0.17640 2.41180 4.50180  -0.169
C -0.17820 1.05030 4.75990  -0.137
C -0.28040 0.13600 3.71660  -0.273
C -0.37380 0.65490 2.45230  0.439
F -0.50330 -0.21930 1.27580  -0.351
H -3.14650 1.35080 -1.51550  0.273
H -3.72220 1.32470 0.12450  0.287
H -2.23960 0.45290 -0.26230  0.224
H -1.21950 4.37180 -2.14870  0.337
H -0.88750 2.71780 -2.51400  0.283
H 0.23910 3.71240 -1.47260  0.272
H -3.64750 4.68610 -0.01860  0.287
H -2.26690 5.30310 0.86860  0.276
H -3.32590 4.12010 1.60840  0.279
H -0.24320 3.96010 3.00510  0.247
H -0.09650 3.10910 5.32100  0.257
H -0.10670 0.69000 5.77330  0.259
H -0.28350 -0.92590 3.89890  0.273
O 3.96790 0.43020 0.57720  -0.364
C 3.01010 0.89240 0.06300  0.665
O 1.74040 0.85010 0.50000  -0.652
C 2.97010 1.64420 -1.35450  0.665
O 3.89220 1.96330 -2.01650  -0.359
O 1.66280 1.81570 -1.65060  -0.664

=====

(3)
The following is a quantum chemistry calculation of a structure of composition C16H16ClN4O2ReS2Se, from the OMol25 dataset.

- E_HOMO (alpha / beta) (eV) = -4.300 / -4.529
- total charge = -1
- electronic energy (hartree) = -4725.08581
- spin multiplicity = 4
- orbital gap (alpha / beta) (eV) = 6.725 / 6.537
- energy above the lowest of the compared OMol25 structures with the same formula, charge and spin (kcal/mol) = 14.1

Last column: Löwdin spin population.
Cartesian coordinates (Å):
Re -0.21819 -0.84348 -0.47092  2.465
C 3.78569 5.38544 -0.33258  0.000
C 2.67509 4.48616 0.13015  0.000
C 2.05893 4.64905 1.36655  0.000
C 1.04926 3.75385 1.66351  0.000
N 0.67070 2.79325 0.83387  0.001
C 1.32071 2.69167 -0.31734  0.007
S 0.98303 1.43684 -1.50616  0.015
N 2.31821 3.51526 -0.69941  0.000
H 4.01604 6.15323 0.40528  0.000
H 3.50626 5.86204 -1.27272  0.000
H 4.68109 4.79356 -0.52448  0.000
H 2.35504 5.42579 2.05741  0.000
H 0.52029 3.80231 2.61142  0.000
S -4.11871 2.25169 -1.01360  0.001
C -3.27337 2.76918 0.38374  0.000
C -2.17092 2.00126 0.56878  0.001
N -1.99417 1.02211 -0.37650  0.011
C -2.94922 1.03295 -1.25298  0.005
H -3.62668 3.58489 0.99098  0.000
H -1.45147 2.07820 1.36665  0.000
H -3.02006 0.31893 -2.05986  0.002
O 2.19573 -0.88117 -0.78651  0.043
H 2.60933 -0.00492 -0.81803  0.001
H 2.81896 -1.60791 -0.87935  0.000
O -1.76521 -1.54983 -0.21154  0.196
Cl -3.33679 -7.34021 -1.41060  0.000
C -2.20317 -6.03890 -1.11974  -0.001
C -1.20458 -5.78887 -2.04011  0.000
C -0.31045 -4.75434 -1.79531  0.000
C -0.40334 -3.96072 -0.65497  0.008
C 0.56961 -2.85663 -0.40640  0.028
C -1.42486 -4.24447 0.25426  -0.001
C -2.31887 -5.27664 0.03206  0.000
H -1.12451 -6.39566 -2.93210  0.000
H 0.47634 -4.55735 -2.51526  0.000
H 1.40688 -2.97875 -1.09412  0.009
H 0.96666 -2.91538 0.61460  0.016
H -1.51841 -3.63532 1.14360  0.000
H -3.10674 -5.48810 0.74231  0.000
Se 0.50416 -0.22342 2.34942  0.127
C 0.13453 0.53330 3.96863  0.042
N -0.08282 1.00113 5.00736  0.023

=====

(4)
The following is a quantum chemistry calculation of a structure of composition C37H41GeMnN4O4P2S, from the OMol25 dataset.

- E_HOMO (alpha / beta) (eV) = -10.431 / -10.755
- total charge = +1
- electronic energy (hartree) = -6263.26759
- spin multiplicity = 6
- orbital gap (alpha / beta) (eV) = 7.552 / 7.859
- energy above the lowest of the compared OMol25 structures with the same formula, charge and spin (kcal/mol) = 4.4

Last column: Löwdin spin population.
Cartesian coordinates (Å):
Mn 0.74408 -1.10849 -0.42960  4.684
O 2.85704 1.72003 -2.80859  0.018
C 2.49885 0.86305 -1.99879  0.011
N 1.30792 0.26728 -1.91715  0.036
C 0.41477 0.70372 -2.96262  0.006
C -0.69014 -0.27996 -3.21114  0.003
C -1.64885 -0.01037 -4.18789  0.001
C -2.62256 -0.94729 -4.46088  0.000
C -2.61226 -2.14496 -3.75353  0.001
C -1.64349 -2.32518 -2.79100  0.003
N -0.70347 -1.40996 -2.50071  0.034
C 3.51717 0.37776 -0.99323  0.004
C 4.75309 1.00387 -0.93022  0.001
C 5.69131 0.54496 -0.02462  0.000
C 5.36450 -0.53823 0.77960  0.001
C 4.10874 -1.09693 0.64547  0.004
N 3.18672 -0.65393 -0.21372  0.039
H 0.96595 0.84347 -3.89627  0.000
H -0.01894 1.69018 -2.74544  0.000
H -1.60280 0.92813 -4.72902  0.000
H -3.36746 -0.76138 -5.22465  0.000
H -3.33733 -2.92491 -3.94432  0.000
H -1.61928 -3.23688 -2.21145  0.000
H 4.93735 1.82295 -1.61143  0.000
H 6.66383 1.01501 0.05230  0.000
H 6.06574 -0.94692 1.49542  0.000
H 3.83299 -1.94728 1.25608  0.000
C 0.14521 -4.95330 -0.93503  0.006
P 1.09806 -3.61166 -0.14884  0.033
C 2.77951 -4.32110 -0.20069  0.005
C 0.63374 -3.83063 1.62422  0.006
C 1.37998 -2.87363 2.56787  0.003
P 1.01115 -1.07386 2.29618  0.026
C 2.29871 -0.31579 3.35984  0.005
C -0.42484 -0.84738 3.39535  0.004
H 0.51578 -5.91205 -0.57152  0.001
H 0.25569 -4.91788 -2.01867  0.000
H -0.90757 -4.85397 -0.67990  0.000
H 2.77951 -5.29006 0.29984  0.001
H 3.51497 -3.67152 0.26490  0.000
H 3.07409 -4.45757 -1.24214  0.000
H 0.83166 -4.86777 1.90304  0.001
H -0.44667 -3.68242 1.69363  0.000
H 2.45957 -3.00943 2.46187  0.000
H 1.13840 -3.10597 3.60781  0.000
H 2.39624 -0.89631 4.27886  0.001
H 1.98270 0.69599 3.61879  0.000
H 3.26588 -0.25560 2.86667  0.000
H -0.12295 -1.04618 4.42531  0.001
H -1.24277 -1.51089 3.12593  0.000
H -0.78445 0.17865 3.32268  0.000
O -1.20940 1.08511 -0.38362  0.014
C -2.04193 0.12477 -0.18615  0.006
N -1.60737 -0.98830 0.33458  0.026
S -2.89165 -2.02599 0.60752  0.004
O -2.63117 -3.29471 -0.00245  0.000
O -3.23842 -2.00034 1.99694  0.000
C -4.06622 -1.07106 -0.29003  0.002
C -5.37437 -1.36896 -0.59656  0.000
C -6.08733 -0.41067 -1.30842  0.001
C -5.49096 0.78676 -1.69024  0.000
C -4.16919 1.06812 -1.35949  0.001
C -3.46517 0.12620 -0.63275  0.001
H -5.82134 -2.31295 -0.31358  0.000
H -7.11694 -0.60735 -1.57965  0.000
H -6.06208 1.50777 -2.26014  0.000
H -3.70456 1.98657 -1.68437  0.000
Ge -1.14120 2.86861 0.20255  0.001
C 0.23931 3.71302 -0.79743  0.000
C -0.15999 4.54945 -1.84377  0.000
C 0.77860 5.30154 -2.53477  0.000
C 2.11682 5.23657 -2.17278  0.000
C 2.52443 4.40621 -1.13663  0.000
C 1.59174 3.64304 -0.45191  0.000
C -1.00133 2.66445 2.10622  0.000
C 0.20338 2.75838 2.80683  0.000
C 0.22188 2.61974 4.18854  0.000
C -0.95801 2.37893 4.88027  0.000
C -2.16175 2.28144 4.19490  0.000
C -2.18385 2.43020 2.81439  0.000
H -2.51141 3.42968 -0.17416  0.000
H -1.20543 4.61453 -2.12175  0.000
H 0.46695 5.93700 -3.35372  0.000
H 2.84666 5.83275 -2.70435  0.000
H 3.57186 4.34752 -0.86744  0.000
H 1.93170 2.96343 0.31920  0.000
H 1.12922 2.95852 2.28646  0.000
H 1.15776 2.70375 4.72761  0.000
H -0.94137 2.27767 5.95834  0.000
H -3.08196 2.09750 4.73502  0.000
H -3.13090 2.36368 2.28820  0.000

=====

Copy entry 2 word for word.
The following is a quantum chemistry calculation of a structure of composition C17H13Cl5FNO5SiW at a distorted geometry, from the OMol25 dataset.

- E_HOMO (eV) = -15.120
- total charge = +2
- electronic energy (hartree) = -3843.39390
- orbital gap (eV) = 5.572
- energy above the lowest of the compared OMol25 structures with the same formula, charge and spin (kcal/mol) = 38.2

Last column: natural (NBO) charge in e.
Cartesian coordinates (Å):
W 0.25890 1.16660 -0.57740  2.332
Cl 0.83260 -3.59220 -6.00450  0.169
C 0.44520 -2.38360 -4.87190  -0.049
C 0.91470 -2.49570 -3.54720  -0.066
Cl 1.87600 -3.81560 -3.06510  0.147
C 0.57490 -1.49090 -2.64900  -0.121
Cl 1.07450 -1.44500 -0.98820  0.238
C -0.23800 -0.40940 -3.00830  0.255
O -0.56380 0.46580 -2.02170  -0.628
C -0.68250 -0.29570 -4.32660  -0.089
Cl -1.61610 1.06390 -4.76590  0.120
C -0.33570 -1.28150 -5.26240  -0.068
Cl -0.88050 -1.15260 -6.86990  0.157
C -2.81480 1.38870 -0.47590  -1.094
Si -1.82730 3.02470 -0.08410  1.701
C -0.81840 3.46360 -1.70080  -1.155
C -2.85320 4.40760 0.67080  -1.101
N -0.41780 2.37580 0.76790  -0.926
C -0.35680 2.01620 2.13460  -0.007
C -0.26570 2.90110 3.20640  -0.171
C -0.17640 2.41180 4.50180  -0.169
C -0.17820 1.05030 4.75990  -0.137
C -0.28040 0.13600 3.71660  -0.273
C -0.37380 0.65490 2.45230  0.439
F -0.50330 -0.21930 1.27580  -0.351
H -3.14650 1.35080 -1.51550  0.273
H -3.72220 1.32470 0.12450  0.287
H -2.23960 0.45290 -0.26230  0.224
H -1.21950 4.37180 -2.14870  0.337
H -0.88750 2.71780 -2.51400  0.283
H 0.23910 3.71240 -1.47260  0.272
H -3.64750 4.68610 -0.01860  0.287
H -2.26690 5.30310 0.86860  0.276
H -3.32590 4.12010 1.60840  0.279
H -0.24320 3.96010 3.00510  0.247
H -0.09650 3.10910 5.32100  0.257
H -0.10670 0.69000 5.77330  0.259
H -0.28350 -0.92590 3.89890  0.273
O 3.96790 0.43020 0.57720  -0.364
C 3.01010 0.89240 0.06300  0.665
O 1.74040 0.85010 0.50000  -0.652
C 2.97010 1.64420 -1.35450  0.665
O 3.89220 1.96330 -2.01650  -0.359
O 1.66280 1.81570 -1.65060  -0.664

=====

Question: Which value of total charge does entry 1 give?
Answer: +1

=====

Question: Which of these has the lowest electronic energy?
Answer: C37H41GeMnN4O4P2S

=====

Question: Look up the total charge of the fourth one.
Answer: +1